No. 1
Molecular formula: C35H52OOsP3Sb
Method: DFT, ωB97M-V/def2-TZVPD

Geometry (Å):
Os -0.2455 0.7567 -0.7872
P -2.5963 0.4016 -1.5501
P 0.5431 -0.1361 -2.8034
P -0.4075 2.9695 -1.3170
H 0.2446 1.4790 3.9214
C -0.2594 2.4534 3.9163
C -1.5681 2.6124 3.6633
H -2.2461 1.7772 3.4674
C -3.3602 -1.1982 -1.0883
C -3.0436 0.5459 -3.3263
C -3.8845 1.5137 -0.8188
C 2.2911 -0.6639 -2.8308
C -0.2769 -1.6335 -3.4746
C 0.4929 1.0297 -4.2248
C -0.8742 3.8843 0.1922
C -1.5300 3.6210 -2.6255
C 1.1499 3.7544 -1.8792
H 0.3584 3.3207 4.1977
H -2.0258 3.6031 3.6955
H -3.2714 -1.3772 -0.0080
H -2.9027 -2.0384 -1.6186
H -4.4265 -1.1534 -1.3532
H -2.3185 0.0612 -3.9856
H -3.1367 1.5996 -3.6137
H -4.0193 0.0579 -3.4606
H -3.7922 1.5317 0.2738
H -4.8734 1.1040 -1.0775
H -3.8151 2.5385 -1.1994
H 2.8359 -0.0581 -3.5660
H 2.3792 -1.7251 -3.0875
H 2.7400 -0.4871 -1.8497
H -0.0105 -1.7411 -4.5378
H -1.3697 -1.5830 -3.3884
H 0.0804 -2.5158 -2.9296
H 0.9399 0.5215 -5.0926
H 1.0786 1.9298 -3.9994
H -0.5355 1.3189 -4.4712
H -0.8722 4.9633 -0.0146
H -0.1588 3.6661 0.9960
H -1.8731 3.5789 0.5318
H -1.2514 4.6704 -2.7992
H -2.5827 3.5806 -2.3288
H -1.3886 3.0727 -3.5650
H 0.9156 4.6318 -2.4980
H 1.7493 3.0537 -2.4710
H 1.7387 4.0691 -1.0110
C 3.1788 1.7594 -0.2158
C 4.3659 1.8819 -1.0052
C 5.0511 3.0825 -1.0145
C 4.7006 4.1021 -0.1147
C 3.6855 3.8905 0.8296
C 2.9717 2.7079 0.8328
O 2.2682 0.8981 -0.5356
H -1.6731 1.0369 0.0016
H 4.6351 1.0390 -1.6486
H 5.8792 3.2206 -1.7126
H 5.2365 5.0538 -0.1503
H 3.4614 4.6665 1.5619
H 2.1598 2.5036 1.5341
C -0.5836 -6.2979 -0.2013
C -1.1266 -5.3776 -1.0986
C -0.8833 -4.0076 -0.9334
C -0.1243 -3.5520 0.1484
C 0.4612 -4.4710 1.0149
C 0.2158 -5.8453 0.8594
Sb -0.0706 -1.3806 0.6888
C -1.6787 -1.6824 2.1920
C -1.7525 -0.8423 3.3013
C -2.6479 -1.1240 4.3421
C -3.5272 -2.2110 4.2404
C -3.4916 -3.0239 3.1034
C -2.5635 -2.7602 2.0852
C 1.7326 -1.5116 1.9071
C 1.6789 -1.5895 3.2991
C 2.8537 -1.8054 4.0324
C 4.0793 -1.9476 3.3751
C 4.1322 -1.8585 1.9749
C 2.9574 -1.6307 1.2464
H -0.7819 -7.3667 -0.3202
H -1.7461 -5.7153 -1.9354
H -1.3166 -3.3046 -1.6471
H 1.1014 -4.1374 1.8372
H 0.6474 -6.5531 1.5643
H -1.1207 0.0487 3.3732
H -2.6586 -0.4928 5.2309
H -4.2355 -2.4255 5.0456
H -4.1757 -3.8691 2.9993
H -2.5294 -3.4267 1.2154
H 0.7285 -1.4975 3.8242
H 2.8030 -1.8752 5.1200
H 4.9934 -2.1287 3.9418
H 5.0804 -1.9687 1.4472
H 3.0074 -1.5726 0.1601

Results
net charge	+4
E_HOMO (alpha / beta)	-18.7 / -18.7	eV
ΔE to the lowest compared entry with this formula, charge and spin	0.141	eV
lowest unoccupied orbital energy (alpha / beta)	-11.68 / -14.81	eV
orbital gap (alpha / beta)	7.0 / 3.9	eV
multiplicity	5

No. 2
Molecular formula: C7H10
Method: DFT, ωB97M-V/def2-TZVPD

Geometry (Å):
C 2.7263 0.3002 -0.1614
C 1.5417 -0.6228 0.0417
C 0.2674 0.0706 0.1497
C -0.8100 -0.6942 -0.5141
C -2.0303 -0.4992 0.3841
C -2.2535 0.9641 0.4784
C -2.5039 2.1443 0.4172
H 2.6656 0.7508 -1.1570
H 3.6607 -0.2593 -0.1017
H 2.7078 1.0989 0.5827
H 1.5378 -1.4564 -0.6753
H 1.5644 -1.0601 1.0624
H -0.9907 -0.1553 -1.4593
H -0.5706 -1.7394 -0.7949
H -1.8079 -1.0209 1.3288
H -2.9191 -1.0016 -0.0019
H -2.7856 3.1802 0.4207

Results
E_HOMO	-8.2	eV
ΔE to the lowest compared entry with this formula, charge and spin	5.582	eV
lowest unoccupied orbital energy	0.25	eV
orbital gap	8.4	eV

No. 3
Molecular formula: C19H28BrCrO2
Method: DFT, ωB97M-V/def2-TZVPD

Geometry (Å):
O 0.8753 -0.3053 -0.0254
C 1.2014 -0.8630 1.3192
C 2.1023 -1.9381 0.7566
H 0.2785 -1.1766 1.7989
H 1.7966 -0.1818 1.9395
C 1.7860 -1.3231 -0.6147
H 1.7246 -2.9538 0.8794
H 3.1439 -1.8182 1.0445
C 1.1422 -2.3195 -1.5453
H 0.4236 -2.9544 -1.0312
H 1.9489 -2.9432 -1.9569
H 0.6465 -1.8138 -2.3847
C 2.9749 -0.6866 -1.2981
H 3.5557 -0.0642 -0.6088
H 2.6490 -0.1165 -2.1819
H 3.6272 -1.5080 -1.6357
Cr -0.2458 1.8952 -0.1856
C 0.3713 3.9007 0.2603
C -0.0790 3.4314 1.5258
C 0.6402 2.2396 1.8474
H -0.8300 3.9141 2.1380
C 1.6787 2.0785 0.8688
C 1.5265 3.1029 -0.1037
H 2.1924 3.2300 -0.9531
H -0.0323 4.7657 -0.2741
H 0.5125 1.6348 2.7457
H 2.5220 1.3957 0.9087
C -1.2013 2.8638 -2.2913
C 0.0679 2.1981 -2.3715
C -0.1724 0.7869 -2.1756
H 1.0191 2.6182 -2.6854
C -1.5644 0.6129 -1.8893
C -2.2031 1.8849 -2.0573
H -3.2789 2.0584 -2.0694
H -1.3885 3.9157 -2.4920
H 0.5331 0.0117 -2.4434
H -2.0555 -0.3407 -1.7035
O -1.0998 -3.2621 0.8122
C -1.9125 -2.3145 0.0710
C -2.1793 -1.1073 0.9805
H -2.8997 -2.7574 -0.1709
H -1.4167 -2.0553 -0.8809
C -2.1381 -1.7051 2.3955
H -3.1323 -0.6370 0.7152
H -1.4112 -0.3187 0.8563
C -1.4899 -3.1032 2.2083
H -3.1897 -1.8322 2.7112
H -1.6142 -1.0606 3.1290
H -2.2501 -3.8698 2.4507
H -0.6080 -3.2632 2.8433
Br -2.5474 2.0537 0.8236

Results
E_HOMO (alpha / beta)	-7.0 / -7.4	eV
ΔE to the lowest compared entry with this formula, charge and spin	0.605	eV
lowest unoccupied orbital energy (alpha / beta)	0.07 / 0.39	eV
orbital gap (alpha / beta)	7.0 / 7.8	eV
multiplicity	4

No. 4
Molecular formula: C24H72O24Zn
Method: DFT, ωB97M-V/def2-TZVPD

Geometry (Å):
Zn -24.4209 -6.4526 -28.7474
C -28.0645 -4.1005 -31.7546
C -27.8903 -2.9488 -30.7098
O -26.7080 -3.1764 -29.8882
O -28.3934 -5.2763 -31.0442
H -27.1601 -4.2728 -32.3382
H -28.9386 -4.0055 -32.3989
H -28.8052 -3.0179 -30.1214
H -27.9373 -2.0286 -31.2921
H -26.5109 -2.4123 -29.3414
H -29.2125 -5.6393 -31.3889
C -24.0353 -3.8943 -27.4879
C -23.4060 -3.6968 -28.8770
O -23.8805 -4.7592 -29.6947
O -23.7911 -5.2385 -27.1222
H -25.1123 -3.7381 -27.4260
H -23.5668 -3.1860 -26.8046
H -22.3258 -3.8393 -28.8459
H -23.6255 -2.7346 -29.3397
H -24.1411 -4.3186 -30.5068
H -23.4302 -5.0817 -26.2465
C -24.3598 -9.5926 -24.3854
C -22.9280 -9.9055 -23.8328
O -22.6957 -11.3158 -24.0833
O -24.3058 -9.4925 -25.7996
H -24.6355 -8.6874 -23.8444
H -25.0804 -10.3894 -24.2011
H -22.8545 -9.8128 -22.7493
H -22.1071 -9.3292 -24.2595
H -22.1557 -11.5857 -23.3368
H -23.7709 -10.2119 -26.1431
C -26.3791 -3.7772 -24.4174
C -27.3824 -3.5337 -23.2117
O -27.2656 -2.2191 -22.6180
O -26.6108 -2.9007 -25.5042
H -26.4029 -4.8473 -24.6235
H -25.3499 -3.5559 -24.1351
H -27.0772 -4.3336 -22.5371
H -28.4059 -3.7692 -23.5033
H -28.0111 -1.7268 -22.9693
H -27.5657 -2.8185 -25.5583
C -28.8305 -11.3911 -29.7401
C -27.7917 -10.2823 -29.5980
O -26.6822 -10.4798 -30.4531
O -29.7897 -11.1181 -30.7539
H -29.4160 -11.6166 -28.8487
H -28.3510 -12.3584 -29.8897
H -27.3981 -10.2415 -28.5824
H -28.2203 -9.3042 -29.8165
H -27.0268 -10.4370 -31.3481
H -30.1070 -10.2350 -30.5510
C -21.8166 -5.8911 -22.7930
C -23.2332 -5.5110 -23.3221
O -23.1113 -4.6591 -24.4941
O -21.1169 -6.7797 -23.6271
H -21.9848 -6.3245 -21.8071
H -21.2857 -4.9458 -22.6804
H -23.9115 -5.1197 -22.5638
H -23.7478 -6.4422 -23.5588
H -22.6267 -3.8719 -24.2351
H -20.6929 -7.4366 -23.0700
C -25.7923 -6.2325 -34.3630
C -25.4655 -5.9833 -35.7894
O -26.6535 -5.9004 -36.4681
O -24.7225 -6.8847 -33.6035
H -26.6874 -6.8540 -34.3870
H -26.0851 -5.3297 -33.8269
H -24.8089 -6.8015 -36.0854
H -24.8787 -5.0713 -35.8986
H -27.0332 -5.0970 -36.1049
H -24.4195 -7.6248 -34.1346
C -20.0286 -5.5326 -31.7928
C -18.9985 -5.7557 -32.9592
O -19.2389 -4.7278 -33.8806
O -21.3516 -5.6224 -32.3512
H -19.8540 -4.5723 -31.3076
H -20.0640 -6.2143 -30.9430
H -19.2001 -6.6320 -33.5753
H -17.9378 -5.6728 -32.7221
H -18.6467 -4.8830 -34.6202
H -21.3583 -4.9570 -33.0431
C -23.6529 -8.5926 -30.3313
C -22.3203 -8.2001 -29.6149
O -22.6068 -7.1665 -28.6142
O -24.4677 -7.4607 -30.5665
H -24.0653 -9.3906 -29.7139
H -23.4291 -9.0668 -31.2869
H -21.6592 -7.7934 -30.3801
H -21.9068 -9.1365 -29.2401
H -21.9519 -7.0384 -27.9241
H -24.9560 -7.5929 -31.3825
C -20.0383 -8.0666 -26.5997
C -18.7001 -7.3729 -26.5290
O -18.5479 -6.4877 -27.6154
O -21.1447 -7.1168 -26.4447
H -20.0020 -8.7492 -25.7507
H -20.0521 -8.6452 -27.5233
H -17.9017 -8.1026 -26.6635
H -18.4857 -6.8352 -25.6054
H -17.6148 -6.3355 -27.7823
H -21.2303 -6.9319 -25.5066
C -24.2313 -2.7295 -32.9766
C -23.0849 -2.6774 -34.0483
O -22.8273 -3.9440 -34.5792
O -24.0592 -3.8801 -32.2129
H -25.2011 -2.6651 -33.4698
H -24.1277 -1.9004 -32.2767
H -22.1720 -2.1588 -33.7555
H -23.5151 -2.0696 -34.8444
H -22.3669 -3.7752 -35.4045
H -24.0207 -4.6210 -32.8222
C -27.3504 -6.6573 -28.2422
C -26.5940 -7.3084 -27.1186
O -25.2565 -7.8451 -27.6177
O -26.3577 -5.7632 -28.8261
H -28.1624 -6.0146 -27.9020
H -27.7567 -7.3601 -28.9697
H -27.2832 -8.0865 -26.7905
H -26.4038 -6.6290 -26.2878
H -25.1553 -8.5882 -27.0184
H -26.8471 -5.1477 -29.3767

Results
net charge	+2
E_HOMO	-13.8	eV
ΔE to the lowest compared entry with this formula, charge and spin	0.000	eV
lowest unoccupied orbital energy	-3.79	eV
orbital gap	10.0	eV

No. 5
Molecular formula: C29H13ClF15FeGeNO8SSe2
Method: DFT, ωB97M-V/def2-TZVPD

Geometry (Å):
Fe -1.2610 3.2298 1.5845
O 0.1276 4.4209 5.2242
C 0.0084 4.1961 4.0007
O -1.1039 4.1713 3.3084
C 1.1868 3.7585 3.1124
C 2.5493 3.7590 3.4042
C 3.4637 3.3582 2.3926
C 2.9918 3.0656 1.1311
C 1.6231 3.1814 0.8818
N 0.7692 3.3868 1.8934
C 0.9776 2.8414 -0.4355
O 1.7135 2.5753 -1.4242
O -0.3307 2.8536 -0.3823
H 2.9768 4.0291 4.4179
H 4.5456 3.2035 2.6632
H 3.6560 2.7225 0.3142
C -4.8797 0.1968 -0.3469
Se -3.5796 -0.2217 -1.7473
C -2.6999 1.5806 -1.9687
C -3.6120 2.7961 -1.9901
Se -2.8175 4.4553 -1.1464
C -4.2331 4.6674 0.2506
H -5.7196 0.6976 -0.8000
H -4.3326 0.8465 0.3615
H -5.1640 -0.6961 0.1519
H -2.3439 1.3666 -2.9805
H -1.8852 1.7013 -1.2566
H -4.5085 2.6016 -1.4371
H -3.8559 3.1679 -2.9914
H -5.1330 5.0521 -0.1844
H -3.8334 5.4306 0.9368
H -4.3519 3.7787 0.8345
F -1.1084 -1.2556 -3.0994
C -0.7015 -2.5509 -3.2252
C 0.2187 -3.0737 -2.3021
C 0.7440 -4.3367 -2.5972
F 1.7053 -4.8766 -1.7933
C 0.3847 -5.0546 -3.6935
F 1.0683 -6.1794 -3.9735
C -0.5144 -4.4930 -4.6235
F -0.8561 -5.2698 -5.7027
C -1.0974 -3.2427 -4.3810
F -1.8547 -2.6703 -5.3426
Ge 0.8569 -2.1704 -0.6120
S -0.4355 -0.6060 0.0911
C 0.8671 -3.0582 1.1904
C 0.0840 -4.1754 1.4354
F -0.8239 -4.6541 0.5459
C 0.1857 -4.8389 2.6369
F -0.6594 -5.8404 2.9692
C 1.1247 -4.4444 3.5859
F 1.2989 -5.1799 4.7213
C 1.8330 -3.2404 3.3697
F 2.7675 -2.7423 4.2368
C 1.6563 -2.5303 2.1719
F 2.2470 -1.3020 2.0637
C 2.6264 -1.6230 -1.3151
C 3.8365 -2.0672 -0.8154
F 3.8757 -2.9462 0.2230
C 5.0874 -1.6149 -1.2356
F 6.2464 -2.1258 -0.7725
C 5.1113 -0.6198 -2.1978
F 6.2911 -0.0437 -2.5543
C 3.8911 -0.0641 -2.6692
F 3.9781 1.0319 -3.4247
C 2.6838 -0.6729 -2.3370
F 1.5704 -0.2155 -2.9721
O -3.8115 2.2883 3.7298
Cl -3.0794 1.2794 2.9908
O -3.7454 0.0595 2.7482
O -1.7660 1.0132 3.5964
O -2.7307 1.9327 1.5603

Results
net charge	-2
E_HOMO	-2.1	eV
ΔE to the lowest compared entry with this formula, charge and spin	1.517	eV
lowest unoccupied orbital energy	3.85	eV
orbital gap	5.9	eV
multiplicity	5

No. 6
Molecular formula: C2H6O2S
Method: DFT, ωB97M-V/def2-TZVPD

Geometry (Å):
C 0.4152 0.2620 -0.9625
C -0.2951 0.6209 0.3608
O -0.1531 1.8609 0.7084
O -1.1019 -0.0183 1.0335
S 0.1121 -1.3767 -1.6274
H 1.4156 0.5653 -0.8157
H -0.0899 1.0114 -1.6494
H 0.7724 -1.7318 1.1907
H -0.8389 2.1043 1.3503
H -1.1515 -1.3430 -1.5361
H 0.9150 -1.9550 1.9473

Results
E_HOMO	-9.5	eV
ΔE to the lowest compared entry with this formula, charge and spin	1.209	eV
lowest unoccupied orbital energy	0.59	eV
orbital gap	10.1	eV

No. 7
Molecular formula: C2H3N3O3
Method: DFT, ωB97M-V/def2-TZVPD

Geometry (Å):
N -1.2339 -0.3894 -2.2165
N -0.5308 -1.0492 -1.2099
C 0.0556 -0.4159 -0.1659
O 0.7035 -1.1676 0.8088
N 0.9345 -0.2699 1.8949
C 0.7465 0.9731 1.3651
O 0.7986 1.9752 2.0334
O 0.4979 0.8580 0.0704
H -1.1281 0.6460 -2.1394
H -1.0907 -0.5517 -3.1308
H 0.2470 -0.6085 2.6899

Results
E_HOMO	-9.0	eV
ΔE to the lowest compared entry with this formula, charge and spin	2.506	eV
lowest unoccupied orbital energy	0.29	eV
orbital gap	9.3	eV

No. 8
Molecular formula: C9H14O
Method: DFT, ωB97M-V/def2-TZVPD

Geometry (Å):
C -1.6911 1.0884 2.9243
C -1.2642 0.7851 4.3601
H -1.4909 0.2422 2.2828
H -2.6779 1.5505 2.8946
H -1.0868 1.8629 2.4550
H -0.6339 -0.0887 4.4320
H -2.1205 0.5517 4.9976
H -0.7918 1.6513 4.8180
C 2.9330 0.7243 -0.1970
C 0.6331 -0.1578 0.2464
C 1.6800 0.1024 -0.6906
C -0.5800 -0.5766 -0.2151
C 1.4939 -0.0610 -2.0871
C -0.7800 -0.7601 -1.6103
C 0.3045 -0.5769 -2.5138
O -1.9367 -1.1041 -2.1356
H 0.7839 0.0161 1.3016
H -1.3750 -0.7822 0.4877
H 3.4812 -0.0689 0.3303
H 2.6834 1.5014 0.5169
H 2.2757 0.1510 -2.7897
H 0.2217 -0.7515 -3.5800
H -2.4305 -1.7281 -1.5760
H 3.5319 1.0976 -1.0157

Results
net charge	+1
E_HOMO (alpha / beta)	-14.1 / -14.3	eV
ΔE to the lowest compared entry with this formula, charge and spin	0.468	eV
lowest unoccupied orbital energy (alpha / beta)	-3.87 / -7.58	eV
orbital gap (alpha / beta)	10.3 / 6.7	eV
multiplicity	2